1.
Below is a gas-phase ion, C8H9N2O (charge +1), with properties calculated with ωB97M-V/def2-TZVPD.

Each line ends with the Löwdin charge.
CARTESIAN COORDINATES (ANGSTROEM)
C 0.9709 2.2434 0.0453  -0.054
C 2.2100 1.5380 -0.1234  -0.069
C -0.1797 1.5128 0.1325  -0.070
C 2.2381 0.1536 -0.0359  -0.005
C -0.2945 0.0995 0.0113  -0.094
C 1.0037 -0.5996 0.0469  -0.199
C 1.6655 -2.9711 0.2502  0.175
C -1.5046 -0.5301 -0.0847  -0.265
N 1.2550 -1.8764 -0.0458  0.026
N -2.8450 0.2083 0.2061  0.264
O -1.8658 -1.8347 -0.0296  0.082
H 0.8306 3.3450 0.2128  0.138
H 3.1854 2.1326 -0.2008  0.135
H -0.9498 2.1915 0.2947  0.077
H 3.1790 -0.4911 -0.1431  0.149
H 1.9024 -3.8436 -0.4191  0.101
H -3.3669 -0.1534 -0.5952  0.171
H -2.7375 1.2378 0.2264  0.162
H -3.1560 -0.1820 1.0912  0.170
H -1.5409 -2.1804 -0.8401  0.108

Properties
relative energy (zero: lowest compared OMol25 entry of this formula, charge and spin) = 420.7 kJ/mol
LUMO (spin up / spin down) = -0.1614 / -0.1490 hartree
frontier orbital gap (spin up / spin down) = 6.345 / 6.864 eV
total charge = +1
2S+1 = 1
strongest force on any atom = 2.6 eV/Å
HOMO energy (spin up / spin down) = -10.74 / -10.92 eV

2.
Below is a gas-phase ion, C8H9N2O2 (charge -1), with properties calculated with ωB97M-V/def2-TZVPD.

Each line ends with the Löwdin spin population.
CARTESIAN COORDINATES (ANGSTROEM)
C -2.1867 1.5997 0.2043  0.198
C -1.5957 1.4743 -1.0409  0.097
C -1.5176 1.1342 1.3240  0.040
C -0.3542 0.8767 -1.1640  0.065
C -0.2755 0.5387 1.1976  0.140
C 0.3252 0.3950 -0.0487  0.184
C 1.5551 -1.7698 0.2172  0.043
C 1.6288 -0.3081 -0.2144  0.071
N 2.7537 0.3632 0.6897  0.604
N 3.8395 0.6219 0.0833  0.130
O 4.0328 0.4045 -1.1348  0.086
O 4.7426 1.1218 0.7838  0.292
H -3.1614 2.0620 0.2989  0.020
H -2.1058 1.8367 -1.9254  0.005
H -1.9701 1.2322 2.3030  -0.003
H 0.0977 0.7850 -2.1425  0.001
H 0.2606 0.1933 2.0690  0.010
H 1.4240 -1.8308 1.2967  0.005
H 2.4854 -2.2706 -0.0480  0.006
H 0.7219 -2.2780 -0.2760  0.004
H 1.9762 -0.2325 -1.2496  0.004

Properties
relative energy (zero: lowest compared OMol25 entry of this formula, charge and spin) = 265.2 kJ/mol
LUMO (spin up / spin down) = 0.1432 / 0.0306 hartree
frontier orbital gap (spin up / spin down) = 3.419 / 5.380 eV
total charge = -1
<S²> = 2.0237
2S+1 = 3
strongest force on any atom = 5.4 eV/Å
HOMO energy (spin up / spin down) = 0.48 / -4.55 eV

3.
Below is 2 unconnected molecules or ions with the total composition C8H9N2O2S, with properties calculated with ωB97M-V/def2-TZVPD.

Each line ends with the Löwdin charge.
CARTESIAN COORDINATES (ANGSTROEM)
C 3.8126 -0.5310 0.2383  -0.211
C -3.0988 1.9491 0.0165  0.023
C -3.7825 0.8069 0.5089  -0.043
C -1.7440 1.9398 -0.3691  0.021
C -3.1488 -0.3475 0.3002  -0.090
C -0.9129 0.7790 -0.2483  -0.232
C -1.7493 -0.3649 0.1213  -0.205
C 5.1559 -0.9467 0.1414  -0.063
N 2.7284 -0.2036 0.0599  0.173
N 0.3894 0.6213 -0.3770  0.168
O 0.2354 -2.0368 -0.2668  -0.215
O -1.9998 -3.0983 0.2447  -0.190
S -1.1348 -2.0107 -0.0022  0.986
H -3.5041 2.9467 -0.0565  0.124
H -4.7772 0.7307 0.7591  0.101
H -1.2049 2.7291 -0.7733  0.100
H -3.8070 -1.1787 0.4415  0.127
H 5.6922 -0.3998 -0.6384  0.098
H 5.6580 -0.5600 1.0005  0.079
H 5.4258 -2.0369 -0.1290  0.139
H 0.8489 1.3364 -0.8991  0.129
H 0.9175 -0.1243 -0.0727  -0.020

Properties
relative energy (zero: lowest compared OMol25 entry of this formula, charge and spin) = 199.7 kJ/mol
LUMO (spin up / spin down) = -0.2042 / -0.2042 hartree
frontier orbital gap (spin up / spin down) = 7.185 / 7.186 eV
total charge = +1
2S+1 = 1
strongest force on any atom = 4.5 eV/Å
HOMO energy (spin up / spin down) = -12.74 / -12.74 eV

4.
Below is 2 unconnected molecules or ions with the total composition C8H9N2OPS2, with properties calculated with ωB97M-V/def2-TZVPD.

Each line ends with the Löwdin spin population.
CARTESIAN COORDINATES (ANGSTROEM)
C -0.9297 -4.8248 1.6099  0.001
C 1.2395 -1.4652 2.1396  -0.003
C -0.3250 -2.2217 0.4551  -0.005
C 1.3386 -0.2595 1.4365  0.018
C -0.2116 -1.0163 -0.1816  0.016
C 0.2680 -2.3948 1.7152  0.020
C 0.6747 -0.1091 0.2937  0.019
C -0.0789 3.9063 -1.5963  0.061
N -1.3486 -5.4821 0.7675  0.001
N -1.5406 1.1163 -2.3559  0.490
O 2.0056 2.1816 0.1705  0.354
P -0.8465 2.5537 -0.5278  0.604
S 0.0349 -3.8747 2.7098  0.007
S 1.1012 1.4210 -0.6647  0.379
H 1.9321 -1.6762 3.0035  0.000
H -1.1814 -2.8784 0.2056  -0.001
H 1.9755 0.5378 2.0362  0.001
H -0.5880 -1.0660 -1.2073  0.001
H 0.1813 3.7049 -2.5555  0.004
H 0.8631 4.0120 -1.1615  0.010
H -0.7033 4.7666 -1.5340  0.004
H -2.4238 1.1364 -1.8404  0.008
H -1.4371 1.9324 -2.9180  0.012

Properties
LUMO (spin up / spin down) = 0.0015 / -0.1231 hartree
frontier orbital gap (spin up / spin down) = 6.297 / 5.025 eV
<S²> = 2.0232
2S+1 = 3
strongest force on any atom = 5.5 eV/Å
HOMO energy (spin up / spin down) = -6.26 / -8.37 eV

5.
Below is a gas-phase ion, C8H9N2S3 (charge +1), with properties calculated with ωB97M-V/def2-TZVPD.

Each line ends with the Löwdin charge.
CARTESIAN COORDINATES (ANGSTROEM)
C 1.1103 -0.2614 2.1207  -0.135
C -0.0341 -0.0391 -3.5365  -0.176
C 1.7793 -1.4314 2.0298  -0.340
C -0.4029 -1.3487 -3.6308  -0.334
C 0.4620 -0.9022 0.0519  -0.522
C -0.0860 -0.8571 -1.2501  -0.472
C -1.5363 1.2383 2.0979  -0.078
C -0.5026 1.1782 0.9803  -0.262
N 0.3565 0.0173 1.0372  -0.087
N 0.2541 0.4322 -2.2663  -0.568
S 0.9805 1.7237 -1.6645  0.761
S 1.4791 -2.2198 0.5533  1.154
S -0.2736 -2.2396 -2.2014  1.097
H 1.1306 0.3203 3.0616  0.165
H 0.2233 0.6412 -4.3189  0.129
H 2.4992 -1.5871 2.8418  0.111
H -0.8874 -1.6870 -4.4238  0.039
H -2.4037 1.9767 1.9277  0.123
H -1.0083 1.5859 2.9575  0.048
H -1.9068 0.1792 2.4199  0.124
H -0.0217 2.1660 1.0336  0.123
H -1.2114 1.1146 0.1792  0.100

Properties
relative energy (zero: lowest compared OMol25 entry of this formula, charge and spin) = 207.8 kJ/mol
LUMO (spin up / spin down) = -0.1857 / -0.1916 hartree
frontier orbital gap (spin up / spin down) = 6.280 / 6.559 eV
total charge = +1
SMILES = CCN1C=CS/C1=C1\SC=C[N+]1=S
2S+1 = 1
strongest force on any atom = 5.9 eV/Å
HOMO energy (spin up / spin down) = -11.33 / -11.77 eV

6.
Below is a gas-phase ion, C8H9N3O (charge +2), with properties calculated with ωB97M-V/def2-TZVPD.

Each line ends with the Löwdin charge.
CARTESIAN COORDINATES (ANGSTROEM)
C 2.6904 0.6552 0.2366  0.079
C 2.5224 1.8184 1.0744  0.011
C 1.5857 0.0481 -0.3076  0.055
C 1.2994 2.1540 1.4623  0.051
C 0.2654 0.4812 -0.0012  -0.099
C 0.0793 1.6040 0.9193  -0.131
C -0.9830 -0.8674 -1.4486  0.020
C -2.2687 -0.0860 0.1746  0.122
N -0.8200 -0.1615 -0.3341  0.000
N -1.0959 1.9948 1.2133  0.054
N -0.9695 -2.0290 -1.9187  0.281
O -1.8004 2.6034 1.9374  0.290
H 3.6295 0.1663 0.0943  0.140
H 3.3970 2.3078 1.5898  0.168
H 1.6547 -0.7730 -0.9029  0.094
H 1.0787 3.0454 1.9904  0.138
H -2.7172 -0.9294 -0.2007  0.090
H -2.2263 -0.2522 1.1759  0.099
H -2.6605 0.8060 -0.2426  0.122
H -0.4071 -2.8171 -1.4011  0.235
H -1.2914 -2.1829 -2.8798  0.182

Properties
relative energy (zero: lowest compared OMol25 entry of this formula, charge and spin) = 331.1 kJ/mol
LUMO (spin up / spin down) = -0.3956 / -0.3601 hartree
frontier orbital gap (spin up / spin down) = 7.124 / 7.088 eV
total charge = +2
SMILES = C[N+](=C=[NH2+])c1ccccc1N=O
2S+1 = 1
strongest force on any atom = 4.5 eV/Å
HOMO energy (spin up / spin down) = -17.89 / -16.89 eV